80
Properties=species:S:1:pos:R:3:lowdin_charge:R:1 method="wB97M-V/def2-TZVPD" gap_ha=0.3010 de_lowest_kj_mol=83.6 charge=0 e_tot_ha=-2844.1328
Bi 0.5702 0.5089 1.2136 1.963
O -0.4077 -1.0864 3.4175 -0.109
C 0.8172 -1.7718 3.6736 -0.354
C 2.0829 -0.7904 3.7091 -0.555
O 2.6768 -0.5319 4.7277 0.111
O 2.2846 -0.2391 2.5365 -0.211
C 0.6460 -2.5254 4.9977 -0.111
C 1.7279 -3.0229 5.7440 -0.044
C 1.5685 -3.8251 6.8813 -0.088
C 0.3214 -4.1370 7.4341 -0.073
C -0.7676 -3.5347 6.7469 -0.103
C -0.6572 -2.8242 5.5546 -0.023
C 1.1612 -2.7458 2.5293 -0.123
C 0.2263 -2.9067 1.4603 -0.077
C 0.4761 -3.7629 0.4198 -0.104
C 1.6800 -4.4618 0.3436 -0.089
C 2.5683 -4.3761 1.3898 -0.075
C 2.3174 -3.5389 2.4723 -0.006
H -0.4646 -0.4490 4.1815 0.146
H 2.7732 -2.8201 5.5504 0.104
H 2.4812 -4.3050 7.2540 0.104
H 0.1370 -4.7834 8.3021 0.103
H -1.7855 -3.8376 7.0283 0.098
H -1.5404 -2.5402 4.9019 0.128
H -0.7177 -2.3832 1.3626 0.088
H -0.3568 -3.7902 -0.3182 0.111
H 1.8411 -5.2354 -0.4190 0.110
H 3.3216 -5.1088 1.4430 0.093
H 3.0819 -3.5022 3.2387 0.118
O -0.7895 3.9413 3.2768 0.077
C -0.1695 3.1750 2.5295 -0.614
O 0.2731 2.0155 2.8004 -0.185
C 0.0676 3.5822 1.1164 -0.206
C 0.0661 4.9805 0.8915 0.037
C 0.4120 5.3650 -0.4082 -0.021
C 0.2733 4.4893 -1.5254 -0.014
C -0.0003 3.1586 -1.1804 -0.129
N -0.0448 2.7069 0.0847 -0.024
H -0.1046 5.6724 1.6938 0.122
H 0.8857 6.2973 -0.5908 0.100
H 0.4392 4.7500 -2.5700 0.109
H -0.2453 2.4416 -1.9656 0.100
C -3.1250 0.4185 -0.5182 -0.016
C -2.4548 -0.4635 -1.4538 -0.377
N -1.2078 -0.9508 -1.2338 0.090
C -0.8963 -1.6026 -2.3873 -0.161
C -1.9247 -1.5991 -3.3203 -0.031
N -2.9479 -0.8764 -2.6520 -0.017
C -4.1921 -0.3295 -3.2476 -0.041
N -3.9479 0.8684 -4.1107 -0.022
N -5.1283 1.2888 -4.7710 0.045
N -4.8790 2.2492 -5.5790 0.049
C -3.5753 2.6033 -5.5006 -0.238
C -2.8646 3.5445 -6.2690 -0.017
C -1.4870 3.4699 -6.2490 -0.083
C -0.7931 2.5174 -5.4317 -0.063
C -1.4770 1.6425 -4.5513 -0.031
C -2.8700 1.7155 -4.5886 -0.107
H -4.2116 0.5792 -0.6826 0.086
H -2.6002 1.3997 -0.4354 0.087
H -3.1031 -0.1050 0.4637 0.100
H 0.0208 -2.0648 -2.4597 0.067
H -2.0750 -1.8865 -4.3632 0.124
H -4.8079 0.0047 -2.4373 0.103
H -4.7110 -1.0175 -3.8716 0.122
H -3.3216 4.2329 -6.9443 0.105
H -0.8489 4.0364 -6.9471 0.111
H 0.2450 2.6199 -5.3680 0.078
H -1.0585 0.8330 -3.9191 0.097
F 2.8736 2.9075 0.5353 0.075
C 3.1579 1.8542 -0.2664 -0.228
C 2.3701 0.6633 -0.2438 -0.170
C 2.7062 -0.3757 -1.1160 -0.211
F 1.9747 -1.5324 -1.1107 0.044
C 3.8839 -0.2782 -1.8980 -0.099
F 4.2531 -1.3120 -2.7299 0.081
C 4.6523 0.8715 -1.8358 -0.161
F 5.7792 0.8908 -2.5113 0.144
C 4.3419 1.9236 -0.9761 -0.141
F 5.1235 3.0106 -0.9487 0.121

=====

77
Properties=species:S:1:pos:R:3:lowdin_charge:R:1 method="wB97M-V/def2-TZVPD" s2=0.756 gap_ha="0.2676 / 0.2671" de_lowest_kj_mol=311.6 charge=0 e_tot_ha=-3896.0925 spin_multiplicity=2
Co -2.4988 0.8147 0.5312 0.545
O -4.2485 2.5934 -2.5729 0.104
C -3.7427 1.8715 -1.7436 -0.408
N -3.5532 2.0712 -0.4071 0.067
C -3.8953 3.2164 0.2464 -0.408
O -4.4123 4.2288 -0.1716 0.103
C -3.5074 3.1109 1.7116 -0.139
C -3.7794 4.1443 2.5890 0.018
C -3.4292 3.9943 3.9186 -0.044
C -2.8223 2.8158 4.3236 -0.046
C -2.5783 1.8331 3.3814 -0.086
N -2.9120 1.9726 2.0993 0.070
C -3.2723 0.4793 -2.1226 -0.145
C -3.4822 -0.0184 -3.3925 0.013
C -3.0901 -1.3191 -3.6669 -0.043
C -2.5082 -2.0695 -2.6603 -0.043
C -2.3179 -1.4917 -1.4157 -0.096
N -2.6835 -0.2399 -1.1523 0.077
H -4.2578 5.0317 2.2000 0.124
H -3.6258 4.7835 4.6325 0.111
H -2.5339 2.6555 5.3528 0.106
H -2.0942 0.9061 3.6587 0.111
H -3.9538 0.6244 -4.1221 0.122
H -3.2422 -1.7427 -4.6512 0.110
H -2.1887 -3.0889 -2.8241 0.109
H -1.8199 -2.0325 -0.6263 0.090
O -3.4169 -2.9957 2.7870 0.121
C -3.1284 -1.8210 2.2044 -0.459
O -3.9585 -1.1107 1.7089 0.122
C -1.6595 -1.4958 2.2651 -0.174
C -0.7966 -2.2320 3.0503 0.022
C 0.5262 -1.8016 3.1319 -0.019
C 0.9141 -0.6994 2.4072 0.009
C -0.0066 -0.0361 1.5902 -0.142
N -1.2872 -0.4196 1.5573 0.116
C 0.3283 1.1487 0.6966 -0.425
O 2.4876 1.1333 0.4495 -0.074
O -0.7239 1.8198 0.3077 -0.108
H -4.3755 -3.1179 2.7138 0.138
H -1.1543 -3.0926 3.5923 0.119
H 1.2392 -2.3316 3.7491 0.118
H 1.9396 -0.3564 2.4307 0.124
O 0.4684 -1.9743 -0.5713 -0.319
P 1.6979 -1.1549 -0.7851 0.846
C 3.0652 -1.7673 0.2373 -0.260
C 4.2972 -1.1318 0.3830 -0.071
C 5.2962 -1.7222 1.1404 -0.073
C 5.0763 -2.9483 1.7550 -0.085
C 3.8543 -3.5866 1.6095 -0.082
C 2.8535 -2.9995 0.8496 -0.087
C 2.2964 -1.3126 -2.4849 -0.274
C 3.3778 -0.5766 -2.9650 -0.079
C 3.8139 -0.7514 -4.2669 -0.073
C 3.1694 -1.6610 -5.0981 -0.082
C 2.0918 -2.3925 -4.6258 -0.078
C 1.6544 -2.2184 -3.3199 -0.068
C 1.4581 0.6388 -0.4276 -0.343
C 1.5746 1.9560 1.2060 -0.201
C 1.5954 3.3747 0.7299 -0.014
C 1.5179 3.7117 -0.5570 -0.065
C 1.3148 2.7984 -1.6854 -0.052
C 1.2714 1.4642 -1.6569 -0.046
H 4.4699 -0.1648 -0.0688 0.100
H 6.2490 -1.2217 1.2545 0.105
H 5.8599 -3.4055 2.3455 0.102
H 3.6818 -4.5450 2.0827 0.103
H 1.8918 -3.4827 0.7256 0.104
H 3.8704 0.1498 -2.3285 0.109
H 4.6513 -0.1759 -4.6386 0.105
H 3.5092 -1.7942 -6.1171 0.103
H 1.5896 -3.0986 -5.2745 0.103
H 0.8144 -2.7810 -2.9319 0.097
H 1.7988 1.8942 2.2752 0.143
H 1.6878 4.1546 1.4758 0.104
H 1.5544 4.7648 -0.8104 0.101
H 1.1352 3.2774 -2.6411 0.105
H 1.0138 0.9462 -2.5732 0.110

=====

78
Properties=species:S:1:pos:R:3:lowdin_charge:R:1 method="wB97M-V/def2-TZVPD" s2=6.061 gap_ha="0.2405 / 0.1692" de_lowest_kj_mol=10.6 charge=+3 e_tot_ha=-3626.1631 spin_multiplicity=5
Ru 1.2255 -0.8320 0.8894 1.558
N -1.5886 0.0741 4.0432 0.165
C -0.4261 -0.1932 3.4941 -0.124
N -0.2842 -0.5547 2.2438 -0.027
C -1.4333 -0.6176 1.3259 -0.435
N -1.4060 -1.9601 0.6863 0.225
N -0.1637 -2.2411 0.4323 -0.148
C 0.1673 -3.4337 -0.0298 0.028
C 1.5745 -3.7241 -0.0894 -0.256
C 2.0607 -4.9061 -0.6277 0.049
C 3.4364 -5.1222 -0.6276 0.018
C 4.2609 -4.1579 -0.0821 0.015
C 3.6953 -2.9990 0.4524 -0.082
N 2.3897 -2.7799 0.4535 0.008
C -2.7557 -0.4037 1.9892 -0.093
C -3.9614 -0.6435 1.3324 0.004
C -5.1635 -0.4427 1.9867 -0.016
C -5.1828 -0.0163 3.3110 -0.019
C -3.9978 0.1764 3.9958 0.013
C -2.7996 -0.0338 3.3307 -0.172
H -1.6241 0.3229 5.0230 0.182
H 0.4513 -0.1153 4.1247 0.147
H -0.6115 -4.1451 -0.2772 0.160
H 1.3777 -5.6396 -1.0309 0.140
H 3.8482 -6.0319 -1.0413 0.139
H 5.3326 -4.2897 -0.0486 0.133
H 4.3205 -2.2378 0.9053 0.124
H -3.9595 -0.9790 0.3071 0.115
H -6.0910 -0.6277 1.4655 0.128
H -6.1246 0.1418 3.8173 0.130
H -4.0028 0.4703 5.0373 0.133
N 3.6195 0.7377 -2.1193 0.229
C 2.9309 -0.0605 -3.0326 -0.173
C 3.0895 -0.2315 -4.4032 0.024
C 2.1974 -1.0878 -5.0143 -0.029
C 1.1775 -1.7340 -4.2921 -0.037
C 1.0223 -1.5488 -2.9352 -0.024
C 1.9301 -0.7019 -2.3035 -0.230
N 2.0251 -0.2807 -0.9779 0.037
C 3.0388 0.5754 -0.9286 -0.269
C 3.4027 1.1384 0.3615 -0.298
C 4.3263 2.0587 0.7342 -0.261
S 4.2800 2.2809 2.4284 1.193
C 3.0418 1.1507 2.5582 -0.413
N 2.6627 0.6185 1.4136 -0.119
H 4.3892 1.3531 -2.3337 0.191
H 3.8609 0.2767 -4.9628 0.131
H 2.2754 -1.2595 -6.0784 0.126
H 0.4905 -2.3761 -4.8246 0.122
H 0.1977 -1.9986 -2.3998 0.099
H 5.0167 2.6133 0.1215 0.106
H 2.6016 0.8928 3.5081 0.089
O -0.9774 0.2056 0.2413 -0.109
C -1.5740 1.5288 -0.1513 -0.392
C -0.4682 2.1448 -0.9720 -0.433
C 0.5206 3.0152 -0.5949 -0.108
C 1.3879 3.3539 -1.6637 -0.167
C 1.0273 2.7452 -2.8320 -0.372
S -0.3708 1.7902 -2.6520 1.139
C -1.8281 2.3142 1.1160 -0.455
C -0.8871 2.5571 2.0840 -0.169
C -1.3782 3.3313 3.1629 -0.158
C -2.6901 3.6614 2.9894 -0.357
S -3.3265 3.0328 1.5426 1.099
C -2.7401 1.2213 -1.0644 -0.552
C -2.8626 0.0762 -1.8065 -0.177
C -3.9362 0.1275 -2.7328 -0.144
C -4.5802 1.3271 -2.6990 -0.352
S -3.9012 2.3886 -1.5482 1.076
H 0.5938 3.4582 0.3855 0.108
H 2.1944 4.0669 -1.5828 0.113
H 1.4710 2.8678 -3.8064 0.084
H 0.1329 2.2044 2.0105 0.091
H -0.7911 3.6505 4.0098 0.112
H -3.3168 4.2578 3.6316 0.087
H -2.2071 -0.7738 -1.6974 0.101
H -4.2099 -0.6779 -3.3951 0.116
H -5.4233 1.6502 -3.2868 0.087

=====

72
Properties=species:S:1:pos:R:3:lowdin_charge:R:1 method="wB97M-V/def2-TZVPD" gap_ha="0.2645 / 0.2672" charge=-1 e_tot_ha=-6160.8497
Ni -0.4867 -0.3606 0.5743 0.036
S -0.1807 -1.4165 2.6100 0.654
C -0.2003 -0.1512 3.8424 -0.704
C -0.5288 -0.4502 5.1698 -0.129
C -0.5543 0.5428 6.1410 -0.106
C -0.2621 1.8643 5.8179 -0.112
C 0.0659 2.1781 4.5047 -0.101
C 0.1068 1.1811 3.5381 -0.407
As 0.5302 1.4472 1.6730 1.313
C 0.3757 3.3678 1.5411 -0.366
C 1.4660 4.2163 1.6641 -0.094
C 1.2796 5.5969 1.6358 -0.089
C 0.0069 6.1314 1.4862 -0.104
C -1.0866 5.2818 1.3611 -0.089
C -0.9011 3.9055 1.3880 -0.102
C 2.4643 1.1893 1.6977 -0.329
C 3.0856 0.5571 2.7676 -0.090
C 4.4625 0.3570 2.7542 -0.087
C 5.2243 0.7941 1.6764 -0.097
C 4.6039 1.4324 0.6084 -0.083
C 3.2254 1.6224 0.6135 -0.117
H -0.7809 -1.4726 5.4223 0.092
H -0.8232 0.2846 7.1595 0.093
H -0.2906 2.6386 6.5746 0.089
H 0.2983 3.2019 4.2376 0.096
H 2.4592 3.8111 1.7861 0.093
H 2.1364 6.2540 1.7319 0.097
H -0.1332 7.2075 1.4626 0.094
H -2.0838 5.6905 1.2372 0.098
H -1.7545 3.2480 1.2779 0.107
H 2.4983 0.2156 3.6106 0.095
H 4.9369 -0.1461 3.5894 0.097
H 6.2974 0.6297 1.6650 0.095
H 5.1856 1.7687 -0.2414 0.095
H 2.7293 2.1016 -0.2217 0.084
O -1.5977 -3.9335 0.0187 0.053
C -1.3207 -2.8666 -0.4903 -0.592
O -1.6475 -1.7001 0.0068 -0.211
C -0.6525 -2.8467 -1.8555 -0.121
C -0.7442 -4.0382 -2.5865 -0.030
C -0.2859 -4.1198 -3.8876 -0.090
C 0.2773 -2.9944 -4.4843 -0.090
C 0.3901 -1.8243 -3.7588 -0.101
C -0.0535 -1.7198 -2.4318 -0.258
P 0.1506 -0.0296 -1.5908 1.048
C 1.9045 0.1735 -2.1268 -0.322
C 2.4353 1.3683 -2.6085 -0.119
C 3.7634 1.4434 -3.0159 -0.092
C 4.6011 0.3416 -2.8936 -0.111
C 4.1033 -0.8351 -2.3508 -0.084
C 2.7652 -0.9193 -1.9840 -0.085
C -1.0834 0.7714 -2.6953 -0.306
C -2.4207 0.4135 -2.5096 -0.076
C -3.4170 0.9584 -3.3124 -0.089
C -3.0937 1.8523 -4.3262 -0.110
C -1.7648 2.2011 -4.5216 -0.095
C -0.7692 1.6710 -3.7083 -0.082
H -1.1985 -4.8881 -2.0934 0.110
H -0.3746 -5.0472 -4.4402 0.093
H 0.6294 -3.0305 -5.5095 0.096
H 0.8382 -0.9596 -4.2381 0.106
H 1.8154 2.2516 -2.6128 0.087
H 4.1495 2.3802 -3.4021 0.099
H 5.6388 0.4060 -3.2008 0.095
H 4.7518 -1.6949 -2.2184 0.100
H 2.3873 -1.8521 -1.5776 0.114
H -2.6791 -0.2954 -1.7271 0.097
H -4.4490 0.6734 -3.1475 0.097
H -3.8691 2.2741 -4.9560 0.092
H -1.4958 2.8968 -5.3077 0.094
H 0.2563 1.9645 -3.8805 0.084
F 0.4118 1.9661 -0.9745 -0.523

=====

153
Properties=species:S:1:pos:R:3:lowdin_charge:R:1 method="wB97M-V/def2-TZVPD" gap_ha=0.2759 charge=+1 e_tot_ha=-39161.5657
C 2.7757 -0.1258 0.2294 -0.117
C 2.9998 0.6300 1.5936 -0.154
B 2.9383 2.2222 1.4856 -0.394
O 3.8845 2.8461 0.6382 0.114
C 1.8903 3.1645 2.2717 0.051
C 1.8418 2.9864 3.7367 -0.039
C 2.7662 2.0040 4.4906 -0.086
C 4.2375 2.5699 4.5259 -0.753
O 4.4607 3.6615 4.8778 0.090
Cl 5.6503 1.5606 4.0590 0.695
C 0.8617 3.7876 4.4807 -0.042
C 0.6601 3.6687 6.0098 -0.127
C -0.7178 2.8913 6.2127 -0.221
C -0.7256 1.5173 5.4076 -0.153
C -1.4877 1.6171 4.0197 -0.150
C -2.4706 0.4197 3.7285 -0.241
O -2.1711 -0.2271 2.4701 -0.320
C -2.4686 0.6374 1.3752 -0.107
C 0.0540 4.7202 3.6273 -0.001
N 0.1589 4.8266 2.3172 0.149
N 1.0498 4.0715 1.7366 -0.063
C 1.1034 4.2271 0.2540 -0.081
C 0.3204 3.0544 -0.4830 -0.097
C -1.1747 3.5493 -0.6118 -0.225
F -1.2977 4.5478 -1.5974 -0.121
H 3.5622 0.0518 -0.5355 0.062
H 2.7768 -1.2204 0.4627 0.067
H 1.7466 0.1239 -0.1341 0.075
H 2.1779 0.3022 2.2864 0.100
H 3.9797 0.3816 2.0877 0.098
H 3.6889 2.5412 -0.2679 0.119
H 2.4769 1.9207 5.5687 0.121
H 2.7391 0.9620 4.0975 0.111
H 0.6125 4.7131 6.4193 0.133
H 1.4883 3.1630 6.5489 0.089
H -1.4788 3.5224 5.7137 0.000
H -0.9907 2.7686 7.2850 0.043
H -1.2595 0.7507 6.0231 0.108
H 0.3324 1.2239 5.1946 0.095
H -1.9975 2.6045 3.8625 0.110
H -0.6980 1.5707 3.2166 0.102
H -3.5070 0.8399 3.6693 0.130
H -2.3443 -0.3096 4.5555 0.062
H -3.1901 1.4480 1.6375 0.088
H -2.8418 0.0863 0.4761 0.105
H -1.5073 1.1275 1.0486 0.065
H -0.7079 5.3392 4.1639 0.057
H 2.1345 4.3778 -0.1247 0.131
H 0.5453 5.1569 -0.0252 0.140
H 0.7522 2.8525 -1.4931 0.135
H 0.2658 2.1418 0.1612 0.096
H -1.3946 4.0737 0.3553 0.083
H -1.8980 2.7209 -0.7728 0.105
C -0.2639 -3.3346 4.8249 -1.967
Cl -1.1953 -2.2702 3.7644 0.662
Cl -1.2395 -4.7442 5.2628 0.530
Cl 1.2111 -3.8639 3.9933 0.512
Cl 0.1745 -2.4335 6.2909 0.452
C -4.9359 4.4474 -1.0555 -2.009
Cl -3.9668 4.6825 -2.5169 0.557
Cl -4.0950 5.1716 0.3304 0.539
Cl -6.5201 5.2235 -1.2459 0.519
Cl -5.1617 2.7114 -0.7675 0.522
C 3.9272 -3.3723 -2.3736 -1.979
Cl 2.8344 -4.7502 -2.1342 0.481
Cl 2.9693 -1.9296 -2.7649 0.533
Cl 4.8477 -3.0878 -0.8841 0.541
Cl 5.0485 -3.7027 -3.6977 0.455
C 8.2529 -1.4881 -4.7222 -1.983
Cl 8.6577 -0.1292 -5.7860 0.490
Cl 6.7235 -1.1545 -3.8924 0.494
Cl 8.0857 -2.9664 -5.6847 0.500
Cl 9.5421 -1.7030 -3.5241 0.499
C 1.9009 -4.9732 -6.1536 -2.005
Cl 0.6953 -4.2764 -5.0562 0.515
Cl 1.0974 -6.0533 -7.3025 0.506
Cl 2.7175 -3.6716 -7.0360 0.530
Cl 3.0960 -5.8878 -5.2162 0.461
C 8.6328 -6.9627 -5.4783 -2.013
Cl 9.9074 -5.9068 -6.1050 0.496
Cl 7.2945 -5.9774 -4.8566 0.454
Cl 8.0386 -8.0076 -6.7790 0.539
Cl 9.2860 -7.9617 -4.1702 0.523
C 13.3252 -3.2711 -5.6664 -2.024
Cl 13.7266 -1.9098 -6.7262 0.527
Cl 11.7938 -2.9385 -4.8346 0.460
Cl 13.1672 -4.7466 -6.6360 0.509
Cl 14.6126 -3.4874 -4.4691 0.527
C -6.3964 3.1278 -5.5524 -2.006
Cl -7.7716 2.2355 -6.2229 0.499
Cl -6.8479 3.8264 -3.9879 0.485
Cl -5.0268 2.0237 -5.3310 0.519
Cl -5.9315 4.4279 -6.6635 0.521
C -0.7397 -6.5969 -10.7801 -2.042
Cl 0.9521 -6.3682 -11.2518 0.518
Cl -0.8128 -7.5765 -9.3044 0.490
Cl -1.4872 -5.0196 -10.4773 0.518
Cl -1.6101 -7.4241 -12.0808 0.528
C 0.5155 0.3299 9.7413 -1.950
Cl 0.4124 1.9594 9.0417 0.600
Cl -0.9042 0.0391 10.7508 0.512
Cl 0.5907 -0.8690 8.4220 0.421
Cl 1.9783 0.2019 10.7270 0.543
C 5.3631 -8.1101 -1.5982 -2.003
Cl 4.5494 -7.1974 -2.8805 0.444
Cl 5.3849 -9.8300 -2.0176 0.544
Cl 7.0239 -7.5226 -1.4203 0.518
Cl 4.4887 -7.8834 -0.0723 0.499
C -3.5714 5.8251 7.0692 -2.004
Cl -4.5701 4.3766 7.2501 0.518
Cl -4.6073 7.2291 6.7876 0.556
Cl -2.6192 6.0762 8.5396 0.544
Cl -2.4729 5.6119 5.6847 0.580
C -9.1734 2.8452 -10.2300 -1.993
Cl -8.0501 3.2988 -8.9368 0.471
Cl -10.6320 2.1358 -9.5194 0.512
Cl -9.6129 4.2842 -11.1662 0.535
Cl -8.3986 1.6604 -11.2988 0.477
C -7.5140 0.5627 -15.5153 -2.026
Cl -8.8897 -0.3375 -16.1744 0.523
Cl -7.9638 1.2680 -13.9501 0.455
Cl -6.1405 -0.5350 -15.2948 0.519
Cl -7.0620 1.8566 -16.6378 0.521
C 0.3289 -7.6898 2.3142 -2.028
Cl -0.5896 -9.1903 2.5094 0.536
Cl -0.7904 -6.3465 2.0239 0.502
Cl 1.2678 -7.3761 3.7853 0.505
Cl 1.4313 -7.8462 0.9353 0.494
C -8.1747 3.0694 9.3621 -2.045
Cl -7.6021 4.6934 9.7793 0.512
Cl -8.8666 2.2994 10.7972 0.532
Cl -9.4095 3.1845 8.0984 0.525
Cl -6.8131 2.0982 8.7700 0.489
C -2.5009 -3.9905 9.9372 -2.017
Cl -1.3754 -2.8033 9.2530 0.446
Cl -3.8912 -3.1452 10.6404 0.526
Cl -3.0592 -5.0852 8.6609 0.522
Cl -1.6774 -4.9227 11.1977 0.533
C -14.4312 3.1923 -8.0651 -2.048
Cl -13.2344 4.3180 -8.7248 0.498
Cl -15.8094 4.1014 -7.4240 0.522
Cl -14.9859 2.1034 -9.3471 0.520
Cl -13.6919 2.2430 -6.7632 0.509
C 8.1826 3.3096 -8.1786 -2.032
Cl 9.2728 2.0247 -7.6288 0.480
Cl 6.6207 2.6042 -8.6272 0.521
Cl 7.9481 4.4828 -6.8716 0.519
Cl 8.8897 4.1224 -9.5827 0.532
C 1.1432 -0.9444 14.4470 -2.039
Cl 0.7659 -1.4130 16.1116 0.535
Cl 0.0148 -1.7415 13.3377 0.487
Cl 0.9921 0.8139 14.2798 0.510
Cl 2.8005 -1.4348 14.0559 0.517